# C3H4BaLiO4

A structure of composition C3H4BaLiO4 at a distorted geometry (the ωB97M-V functional and the def2-TZVPD basis, the Open Molecules 2025 dataset).

The HOMO energy (alpha / beta) is -17.21 / -17.22 eV. Its energy above the lowest of the compared OMol25 structures with the same formula, charge and spin is 0.00 kcal/mol. The calculation puts the HOMO-LUMO gap (alpha / beta) at 0.351 / 0.282 hartree.

Structure (ORCA input):
```
! wB97M-V def2-TZVPD RIJCOSX def2/J DEFGRID3
* xyz 2 2
O 0.583 1.144 0.059
C -0.258 0.219 -0.062
O 0.096 -0.932 -0.429
Ba 2.814 -0.134 -0.762
O -1.530 0.481 0.244
C -2.821 -1.442 0.739
C -2.657 -0.339 -0.307
H -3.209 -2.368 0.298
H -1.851 -1.747 1.143
H -2.373 -0.772 -1.289
H -3.737 -1.040 1.262
Li -2.686 2.190 0.377
O -3.670 0.496 -0.431
*
```